DFT (the ωB97M-V functional and the def2-TZVPD basis) results for a single C3H5N3O molecule in a non-equilibrium geometry.

Each line ends with the natural charge from an NBO analysis.
Atoms and positions in Å:
N 2.22222 0.64072 -0.06782  -0.93
C 1.11191 -0.06680 -0.02729  0.35
C 0.45677 -1.30177 -0.01283  -0.33
N -0.94332 -1.01000 -0.01998  -0.51
C -1.13174 0.30010 -0.01352  0.69
O -2.35529 0.83787 0.00163  -0.64
N 0.05880 0.88456 -0.01285  -0.61
H 3.09014 0.18130 0.13560  0.35
H 0.65775 1.73770 -0.01053  0.48
H 0.79878 -2.31918 -0.09700  0.22
H -1.69949 -1.67412 0.05847  0.43
H -2.28683 1.79878 0.07264  0.50

Calculated values
net charge = 0
relative energy (zero: lowest compared OMol25 entry of this formula, charge and spin) = 2.814 eV
M = 99.09 g mol⁻¹
Kohn-Sham gap = 0.247 Eh
E_LUMO = 0.3 eV


DFT (the ωB97M-V functional and the def2-TZVPD basis) results for a molecular structure, C13H28AlNO4P2 in a non-equilibrium geometry.

Each line ends with the natural charge from an NBO analysis.
Atoms and positions in Å:
C 0.93708 -1.18401 -3.28196  -0.30
C 0.98330 -0.84004 -1.91914  0.26
N -0.18692 -0.73918 -1.18031  -0.67
C -1.35619 -0.97965 -1.81916  0.28
C -1.44560 -1.29993 -3.16252  -0.33
C -0.26589 -1.41750 -3.90502  -0.12
C 2.22099 -0.54001 -1.29321  -0.90
P 2.29606 -0.27481 0.44626  0.92
Al -0.09307 -0.46319 0.85990  1.27
P -2.45910 0.03157 0.48083  0.94
C -2.64827 -0.97148 -1.02592  -0.77
O 1.80927 2.28121 -2.26451  -0.98
O -0.81932 2.70937 -1.86995  -0.99
H 1.88857 -1.27938 -3.80916  0.22
H -2.42880 -1.45833 -3.61082  0.22
H -0.31126 -1.68980 -4.94532  0.22
C 3.08160 -1.70514 1.24698  -0.94
C 3.35449 1.16766 0.76319  -0.95
H -3.48001 -0.58578 -1.63261  0.25
H -2.93849 -1.99729 -0.73438  0.26
H 2.17388 1.39072 -2.02752  0.51
H 3.12576 -0.66379 -1.90023  0.23
C -3.42635 -0.74164 1.79468  -0.95
C -3.18561 1.65104 0.12375  -0.96
H 0.40927 2.11297 0.22824  0.05
H -0.85064 3.62324 -1.55569  0.46
H 0.15489 2.52709 -2.02011  0.51
H 2.17836 2.47032 -3.13767  0.48
H -0.15699 -2.01857 1.21368  -0.41
H -0.07250 1.65073 -0.13271  -0.02
H 4.10685 -1.82194 0.87717  0.23
H 3.09249 -1.55521 2.33489  0.23
H 2.50276 -2.60570 1.01107  0.26
H 4.40124 0.93672 0.52118  0.23
H 3.02645 2.02320 0.15652  0.26
H 3.27181 1.42412 1.82826  0.24
H -4.25374 1.57663 -0.12744  0.23
H -3.06322 2.25175 1.03995  0.26
H -2.63093 2.13480 -0.69503  0.29
H -4.49558 -0.78020 1.54391  0.23
H -3.03639 -1.75661 1.96850  0.26
H -3.26892 -0.13867 2.70556  0.27
C 0.67708 -0.82951 4.01493  -0.73
C -0.28752 0.27093 3.69339  0.81
O -1.01322 0.82352 4.49891  -0.62
O -0.28146 0.61275 2.38132  -0.93
H 0.68546 -1.04879 5.08324  0.23
H 1.69635 -0.53234 3.73713  0.22
H 0.38194 -1.75188 3.49698  0.25

Calculated values
net charge = 0
relative energy (zero: lowest compared OMol25 entry of this formula, charge and spin) = 0.029 eV
M = 351.30 g mol⁻¹
Kohn-Sham gap = 0.279 Eh
E_LUMO = 0.5 eV


DFT (the ωB97M-V functional and the def2-TZVPD basis) results for a single C5H9NO4 molecule in a non-equilibrium geometry.

Each line ends with the natural charge from an NBO analysis.
Atoms and positions in Å:
O -2.91051 0.90040 0.06297  -0.72
C -2.02390 -0.13086 -0.28994  -0.04
C -0.76596 -0.15151 0.59179  -0.39
C 0.13476 -1.36715 0.32558  -0.22
N 1.26129 -0.88169 -0.49848  -0.65
C 1.57462 0.71647 0.16051  0.63
O 2.17586 0.63326 1.27004  -0.74
C 0.07975 1.07411 0.31830  0.54
O -0.33489 2.20868 0.24577  -0.53
H -2.42281 1.73341 0.07316  0.49
H -2.56099 -1.07912 -0.15603  0.18
H -1.73366 -0.06474 -1.35345  0.15
H -1.08138 -0.12972 1.64509  0.26
H 0.55539 -1.74390 1.26262  0.24
H -0.39140 -2.18712 -0.17739  0.21
H 2.11426 -1.42142 -0.35727  0.42
O 2.16461 1.41692 -0.86771  -0.72
H 1.04549 -0.85051 -1.49498  0.40
H 3.11945 1.32451 -0.76057  0.49

Calculated values
net charge = 0
relative energy (zero: lowest compared OMol25 entry of this formula, charge and spin) = 2.203 eV
M = 147.13 g mol⁻¹
Kohn-Sham gap = 0.337 Eh
SMILES = O=C1[C@@H](CO)C[NH2+][C@@]1([O-])O
E_LUMO = 0.3 eV


DFT (the ωB97M-V functional and the def2-TZVPD basis) results for a molecular structure, C40H100F12N5O5P2 in a non-equilibrium geometry.

Each line ends with the Mulliken charge.
Atoms and positions in Å:
C -21.79064 -8.35065 -9.32590  -2.00
C -21.55934 -8.24078 -7.79616  -0.09
N -22.27770 -9.28610 -6.82875  0.75
C -21.70985 -10.71480 -6.96104  -1.04
C -21.92220 -8.73138 -5.40378  0.54
C -22.50390 -9.60107 -4.22954  -2.01
C -23.80541 -9.43046 -6.94571  -1.30
C -24.62431 -8.07266 -6.80298  -0.17
O -24.30079 -7.09890 -7.82986  -0.41
C -24.95254 -5.81020 -7.47514  -0.22
H -21.19957 -9.20575 -9.65384  0.51
H -21.41203 -7.49803 -9.88963  0.32
H -22.79130 -8.64253 -9.64461  0.37
H -21.75918 -7.22151 -7.46561  1.40
H -20.49784 -8.32940 -7.56494  0.31
H -21.86690 -10.87943 -8.02703  0.48
H -22.29698 -11.39635 -6.34550  0.46
H -20.65244 -10.73823 -6.69750  0.21
H -22.28713 -7.70434 -5.41407  -0.43
H -20.84319 -8.63384 -5.28401  -0.53
H -23.59143 -9.67155 -4.20935  0.39
H -22.18744 -9.05094 -3.34335  0.46
H -22.09534 -10.60853 -4.15076  0.43
H -24.07309 -10.13010 -6.15391  0.61
H -24.18086 -9.92172 -7.84337  0.45
H -24.51528 -7.65728 -5.80114  -0.27
H -25.66356 -8.37282 -6.93699  0.90
H -25.81978 -5.92258 -6.82448  0.28
H -25.28830 -5.41958 -8.43574  0.46
H -24.21551 -5.17707 -6.98114  -0.62
C -18.78310 -7.90911 -5.05909  -1.08
C -19.77358 -7.52673 -3.93906  -0.44
N -19.25829 -6.76854 -2.67015  0.57
C -19.19729 -5.27495 -3.17092  -1.13
C -20.22969 -6.84811 -1.40448  0.48
C -19.81533 -5.81164 -0.24248  -1.30
C -17.75093 -7.13730 -2.35455  -0.73
C -17.62920 -8.63304 -1.92755  -0.87
O -18.27257 -8.96939 -0.68682  -0.32
C -17.63084 -8.80637 0.55812  -0.77
H -18.36161 -7.00749 -5.50353  0.11
H -19.30234 -8.37294 -5.89775  0.12
H -17.95385 -8.51341 -4.69129  0.88
H -20.17981 -8.45443 -3.53601  1.09
H -20.65576 -6.97792 -4.26870  -0.45
H -18.68913 -5.23792 -4.13452  0.50
H -18.71390 -4.67156 -2.40258  0.91
H -20.23231 -4.98152 -3.34628  -0.41
H -20.17852 -7.83538 -0.94539  0.81
H -21.25170 -6.66875 -1.73829  -0.53
H -18.74808 -5.78609 -0.02244  0.44
H -20.41398 -6.02811 0.64232  0.43
H -20.11904 -4.83538 -0.62037  0.05
H -17.45392 -6.47938 -1.53784  0.73
H -17.27153 -6.75004 -3.25361  0.56
H -16.55086 -8.78142 -1.87039  0.50
H -17.97547 -9.26495 -2.74539  0.27
H -17.38846 -7.74661 0.63708  0.32
H -16.83007 -9.53225 0.69942  0.32
H -18.32566 -9.00833 1.37332  0.26
C -20.15510 -1.77506 -7.29113  -0.87
C -20.12448 -0.96999 -5.93992  -0.55
N -20.78410 -1.71942 -4.74812  0.49
C -19.98858 -2.97803 -4.37805  -0.26
C -20.59376 -0.74329 -3.55623  -0.73
C -21.12443 -1.27813 -2.15124  -0.42
C -22.25229 -2.22162 -4.96491  1.02
C -23.46426 -1.21483 -5.23459  -1.60
O -22.94478 -0.17691 -5.94589  -0.32
C -23.90066 0.85830 -6.11145  -0.85
H -21.14468 -1.93686 -7.71849  0.16
H -19.63494 -2.73289 -7.28126  -0.30
H -19.48649 -1.22740 -7.95528  0.79
H -20.58982 0.01561 -5.92720  0.61
H -19.09894 -0.85058 -5.59044  0.64
H -18.99046 -2.64897 -4.08897  0.93
H -20.01182 -3.71546 -5.18039  0.84
H -20.44317 -3.45482 -3.50965  -0.27
H -21.12388 0.19314 -3.72996  0.57
H -19.56083 -0.40739 -3.46492  0.61
H -20.28358 -1.27040 -1.45769  0.17
H -21.70308 -2.20160 -2.12995  -0.24
H -21.87334 -0.53567 -1.87558  0.38
H -22.39345 -2.74575 -4.01968  0.96
H -22.27661 -3.05121 -5.67152  0.12
H -24.03410 -0.86922 -4.37209  0.61
H -24.09825 -1.75366 -5.93875  0.67
H -24.17556 1.32299 -5.16456  0.33
H -24.71587 0.51541 -6.74859  0.32
H -23.48321 1.66560 -6.71319  0.34
C -25.45542 -8.18406 -2.00185  -1.67
C -24.70283 -6.84635 -2.39532  -0.27
N -25.24606 -5.98913 -3.63793  1.00
C -25.11783 -6.68891 -5.03934  -0.50
C -26.75856 -5.63602 -3.39479  -0.40
C -27.02687 -4.82109 -2.07834  -1.19
C -24.34603 -4.74816 -3.66161  1.06
C -24.75129 -3.60094 -4.65413  0.36
O -25.55150 -2.65230 -4.06996  -0.54
C -25.11398 -1.88116 -2.91026  -0.08
H -25.31789 -8.98554 -2.72767  0.26
H -26.53002 -8.08455 -1.84877  0.36
H -25.01399 -8.51080 -1.06032  0.49
H -23.75298 -7.27803 -2.71088  -0.61
H -24.50499 -6.25513 -1.50123  0.88
H -24.10722 -7.07818 -5.16288  0.30
H -25.39084 -6.05617 -5.88385  -0.52
H -25.86805 -7.47950 -5.02359  1.25
H -27.35258 -6.54893 -3.35169  0.58
H -26.96141 -5.01219 -4.26530  0.47
H -26.52629 -3.85507 -2.01258  0.06
H -26.68308 -5.20783 -1.11899  0.30
H -28.10914 -4.72477 -1.99168  0.59
H -23.41182 -5.09419 -4.10389  -1.66
H -24.15049 -4.34370 -2.66849  -0.13
H -25.23573 -4.05472 -5.51871  0.25
H -23.95726 -3.08090 -5.19001  -1.64
H -24.96548 -2.51469 -2.03580  0.06
H -25.92450 -1.18651 -2.68979  0.33
H -24.28048 -1.22707 -3.16627  -0.09
C -18.02948 -3.78725 -9.52098  -1.34
C -17.34215 -4.66954 -8.49656  -0.32
N -17.58742 -6.21604 -8.69252  0.30
C -16.68014 -6.98541 -7.61293  -0.91
C -19.10531 -6.55596 -8.35748  -1.75
C -19.55741 -5.96927 -6.94007  0.87
C -17.32308 -6.70785 -10.14786  -0.76
C -15.93387 -6.66258 -10.55747  -0.88
O -15.38443 -5.31139 -10.53919  -0.25
C -13.96708 -5.21334 -10.74349  -0.81
H -17.72888 -3.90268 -10.56233  0.36
H -17.87836 -2.72491 -9.32945  0.38
H -19.07800 -4.08158 -9.56641  0.27
H -17.55263 -4.37713 -7.46783  0.57
H -16.27612 -4.44248 -8.50725  0.62
H -16.69720 -8.07218 -7.69495  0.47
H -16.90841 -6.68395 -6.59063  0.11
H -15.64944 -6.73472 -7.86379  0.49
H -19.16832 -7.64218 -8.42252  0.83
H -19.61269 -6.09642 -9.20571  0.41
H -20.58665 -6.25750 -6.72635  -0.55
H -19.54550 -4.88315 -6.84899  -0.18
H -18.95188 -6.33608 -6.11129  -0.81
H -18.00176 -6.03218 -10.66842  0.54
H -17.74306 -7.71199 -10.20640  0.32
H -15.88611 -6.98545 -11.59747  0.49
H -15.35443 -7.38056 -9.97710  0.49
H -13.44554 -6.09024 -10.35989  0.35
H -13.58431 -4.28020 -10.33016  0.28
H -13.92370 -5.02038 -11.81540  0.30
P -22.36266 -4.58944 -1.56957  0.95
F -20.88604 -4.59740 -2.26665  -0.85
F -21.74351 -5.63381 -0.34741  -0.22
F -21.96266 -3.25724 -0.71370  -0.60
F -23.85247 -4.63426 -0.94299  -0.26
F -22.81839 -3.48138 -2.71700  -0.73
F -22.75811 -5.91827 -2.50363  -0.75
P -21.77139 -5.21947 -5.34784  1.62
F -22.01936 -4.13174 -4.17661  0.35
F -21.83694 -6.48864 -4.29121  -0.28
F -23.45589 -5.32648 -5.51333  0.27
F -21.69688 -6.30474 -6.51876  -0.73
F -21.61507 -3.97600 -6.50540  -0.37
F -20.13663 -5.25811 -5.17072  -0.32

Calculated values
net charge = +3
relative energy (zero: lowest compared OMol25 entry of this formula, charge and spin) = 40.152 eV
M = 1021.19 g mol⁻¹
Kohn-Sham gap = 0.352 Eh
E_LUMO = -6.1 eV